Entry 1:
{"formula": "C34H30BrF3GeMgN4O3", "method": "ωB97M-V with the def2-TZVPD basis set", "species": ["Br", "Ge", "Mg", "F", "F", "F", "O", "O", "O", "N", "N", "N", "N", "C", "C", "C", "C", "C", "C", "C", "C", "C", "C", "C", "C", "C", "C", "C", "C", "C", "C", "C", "C", "C", "C", "C", "C", "C", "C", "C", "C", "C", "C", "C", "C", "C", "C", "H", "H", "H", "H", "H", "H", "H", "H", "H", "H", "H", "H", "H", "H", "H", "H", "H", "H", "H", "H", "H", "H", "H", "H", "H", "H", "H", "H", "H", "H"], "xyz": [[-7.6438, -0.8510, 0.8096], [0.3164, 2.8100, -2.5716], [-0.3574, 0.3456, -0.1017], [-3.6917, -0.7625, -4.1937], [-4.0136, -1.8521, -2.3493], [-3.6850, 0.2883, -2.3113], [-1.3085, -1.9560, -3.5691], [-1.2330, -0.6000, -1.7741], [-1.8292, 0.6140, 1.2782], [1.4058, 1.3546, 1.4053], [-1.2644, -1.9703, 0.6570], [2.5322, 0.8329, 1.3795], [0.7712, -2.3820, 2.4356], [-4.0919, 1.2515, 1.2892], [-3.2892, -0.8428, -2.9086], [-0.6258, 2.4258, -0.9649], [-1.7597, -1.1509, -2.7557], [-2.5206, -2.1411, 0.7494], [-0.4160, -3.0525, 0.4661], [1.6772, -4.1683, 1.0637], [-5.7912, -0.4014, 0.9402], [3.2547, -2.1079, -1.4614], [-3.0516, 0.2846, 1.1501], [2.2517, 2.4492, -2.3685], [1.5318, -5.0076, -0.0687], [1.2785, 2.4135, 2.3629], [-0.5291, -3.8803, -0.6234], [0.4468, -4.8649, -0.8845], [0.8672, 4.4638, 4.1755], [1.6096, -0.6396, -0.3752], [-4.8318, -1.3749, 0.7973], [2.6882, -0.2061, 0.3967], [-0.2167, 3.8049, 3.6111], [2.1611, 4.0990, 3.8210], [-3.4754, -1.0569, 0.8884], [2.8012, -4.2297, 1.9170], [2.3731, 3.0733, 2.9142], [1.9653, -1.6047, -1.3307], [-0.0187, 2.7825, 2.6932], [4.2829, -1.6573, -0.6368], [1.8259, -2.4703, 3.1969], [-5.4196, 0.9213, 1.1817], [0.6950, -3.1987, 1.3540], [-0.3074, 1.7407, -4.1077], [0.2693, 4.7004, -3.2302], [2.8868, -3.3775, 2.9779], [3.9946, -0.6839, 0.3058], [-1.2267, 4.0918, 3.8773], [2.4007, 1.4163, -2.0513], [2.6745, 3.1000, -1.5984], [-1.3240, -3.7020, -1.3368], [-5.1182, -2.4016, 0.5990], [-0.8440, 2.2562, 2.2280], [1.1948, -1.9697, -2.0055], [0.7064, 5.2694, 4.8828], [3.5908, -4.9407, 1.6993], [0.3443, -5.4793, -1.7706], [-3.7882, 2.2777, 1.4551], [1.8718, -1.7851, 4.0393], [-1.3982, 1.7504, -4.1610], [4.7603, -0.2820, 0.9602], [3.0097, 4.6218, 4.2480], [0.8304, 4.8321, -4.1586], [-6.1807, 1.6864, 1.2758], [-0.7660, 5.0041, -3.4035], [2.7993, 2.6164, -3.2997], [-2.9426, -3.1572, 0.7414], [5.2887, -2.0507, -0.7390], [2.3080, -5.7319, -0.2876], [-1.7097, 2.4839, -1.1294], [-0.3641, 3.1804, -0.2106], [0.6909, 5.3652, -2.4723], [3.4648, -2.8640, -2.2131], [3.7457, -3.3733, 3.6367], [0.0092, 0.7022, -4.0113], [3.3688, 2.7737, 2.6193], [0.0881, 2.1447, -5.0438]], "homo_ev": -1.4894, "largest_force_ha_per_bohr": 0.01034, "total_charge": -2, "gap_ev": 5.5, "relative_energy_kj_mol": 0.0}


Entry 2:
{"formula": "C14H25N2O2", "method": "ωB97M-V with the def2-TZVPD basis set", "species": ["O", "O", "N", "N", "C", "C", "C", "C", "C", "C", "C", "C", "C", "C", "C", "C", "C", "C", "H", "H", "H", "H", "H", "H", "H", "H", "H", "H", "H", "H", "H", "H", "H", "H", "H", "H", "H", "H", "H", "H", "H", "H", "H"], "xyz": [[-2.7719, -2.7313, 0.2467], [1.1850, -2.0091, 1.7168], [-0.1499, 2.0912, -1.4016], [-0.9730, -0.7289, 1.1957], [-0.5665, -0.6273, 2.5806], [3.2312, 3.6273, -1.6927], [2.4726, -2.5667, 1.9299], [-3.6455, -3.5828, -0.4834], [4.0279, 2.4703, -1.6391], [-0.9186, 2.5865, -2.5512], [1.8397, 3.5068, -1.6264], [3.4494, 1.2054, -1.4524], [2.0657, 1.0974, -1.2497], [0.5111, -1.6507, 2.9122], [-2.7710, -1.3928, -0.2260], [-0.7796, 1.6623, -0.3270], [-2.3700, -0.5258, 0.9549], [1.2722, 2.2433, -1.4126], [1.5754, 0.1494, -1.0102], [0.0203, -2.5368, 3.3505], [1.1811, 4.3813, -1.6875], [-1.4146, -0.7697, 3.2665], [-1.6648, 1.8321, -2.8486], [3.0375, -2.0105, 2.6980], [3.6799, 4.6217, -1.7885], [-3.7579, -1.0821, -0.6171], [4.0568, 0.2952, -1.4514], [-0.2187, 2.7395, -3.3780], [-3.8262, -4.4571, 0.1495], [-2.9965, -0.7220, 1.8481], [-4.6150, -3.1024, -0.7053], [-0.1920, 1.2844, 0.5281], [-2.5476, 0.5115, 0.6873], [-2.0090, -1.3023, -1.0194], [-1.4316, 3.5268, -2.2983], [2.4530, -3.6301, 2.2237], [5.1090, 2.5571, -1.7569], [-1.8605, 1.8459, -0.3194], [3.0116, -2.4896, 0.9821], [-0.5817, -1.5572, 0.7406], [-0.1487, 0.3764, 2.7271], [1.2226, -1.2143, 3.6324], [-3.1911, -3.9225, -1.4280]], "homo_ev": -11.6217, "largest_force_ha_per_bohr": 0.05899, "total_charge": 1, "gap_ev": 7.3, "relative_energy_kj_mol": 101.2}


Entry 3:
{"formula": "C28H27Cl3IrN3OSe", "method": "ωB97M-V with the def2-TZVPD basis set", "species": ["Ir", "Se", "Cl", "Cl", "Cl", "O", "N", "N", "N", "C", "C", "C", "C", "C", "C", "C", "C", "C", "C", "C", "C", "C", "C", "C", "C", "C", "C", "C", "C", "C", "C", "C", "C", "C", "C", "C", "C", "H", "H", "H", "H", "H", "H", "H", "H", "H", "H", "H", "H", "H", "H", "H", "H", "H", "H", "H", "H", "H", "H", "H", "H", "H", "H", "H"], "xyz": [[0.4091, 0.0567, -0.5757], [-1.6261, -0.7909, 0.3952], [-1.3329, -3.5571, -3.3369], [2.2639, -2.4235, -7.1873], [2.5126, 0.0121, -2.3563], [0.2013, -1.6216, -1.7583], [0.1818, 1.5750, 0.5654], [-0.9244, 1.1525, -1.8736], [1.9645, -0.3049, 0.9033], [1.6643, -2.1749, -5.5823], [1.4914, 0.3845, 2.1061], [0.0653, -2.6933, -3.8680], [-0.7475, -1.7384, 3.1060], [-2.0105, -3.4308, 4.2643], [-2.8910, -3.4888, 3.1924], [2.2930, -1.2685, -4.7509], [0.3725, 1.6529, 4.2848], [-1.6352, 4.7850, 0.1939], [0.5292, 1.3784, 1.9071], [-0.6090, 2.6145, 0.0933], [1.9816, 0.1136, 3.3676], [1.4244, 0.7631, 4.4617], [-0.1295, 1.6112, -3.0554], [2.2122, -1.7589, 1.0934], [-0.7639, 3.8549, 0.7234], [3.2703, 0.3521, 0.5867], [-0.9401, -2.5532, 4.2152], [-2.1696, 3.2947, -1.6199], [-1.2782, 2.3646, -1.1143], [-2.6941, -2.6917, 2.0768], [-2.3604, 4.4969, -0.9568], [0.6705, -1.7931, -2.9681], [0.5521, -2.8855, -5.1455], [1.7720, -1.1128, -3.4798], [-1.6166, -1.8087, 2.0310], [-0.0815, 1.9672, 3.0153], [-2.1256, 0.4558, -2.4248], [-0.7299, 2.3082, -3.6404], [0.0652, -1.0324, 3.1067], [-2.1621, -4.0620, 5.1291], [3.0113, -1.9307, 1.8161], [3.1557, -0.7078, -5.0801], [-2.8512, 0.2899, -1.6374], [-0.1826, 4.0905, 1.6016], [1.7896, 0.5445, 5.4556], [3.9060, 0.2924, 1.4711], [-0.2509, -2.4898, 5.0479], [-2.7073, 3.0982, -2.5367], [0.7726, 2.1168, -2.7213], [3.1047, 1.3992, 0.3371], [-3.3784, -2.7645, 1.2395], [-3.0568, 5.2217, -1.3548], [-0.9282, 2.6228, 2.8841], [1.2984, -2.2501, 1.4182], [3.7684, -0.1605, -0.2236], [-1.8111, -0.4974, -2.8413], [0.0609, -3.5865, -5.8052], [-1.7480, 5.7458, 0.6770], [2.7604, -0.6223, 3.5147], [-3.7318, -4.1696, 3.2146], [0.1196, 0.7508, -3.6694], [-2.5751, 1.0673, -3.2063], [-0.1043, 2.1011, 5.1455], [2.5089, -2.1646, 0.1286]], "homo_ev": [-10.4354, -10.3647], "largest_force_ha_per_bohr": 0.01763, "total_charge": 1, "gap_ev": [6.8, 5.2], "multiplicity": 2, "s_squared": 0.781, "relative_energy_kj_mol": 0.0}


Entry 4:
{"formula": "C24H18ClN7O3ReS", "method": "ωB97M-V with the def2-TZVPD basis set", "species": ["Re", "Cl", "S", "O", "O", "O", "N", "N", "N", "N", "N", "N", "N", "C", "C", "C", "C", "C", "C", "C", "C", "C", "C", "C", "C", "C", "C", "C", "C", "C", "C", "C", "C", "C", "C", "C", "C", "H", "H", "H", "H", "H", "H", "H", "H", "H", "H", "H", "H", "H", "H", "H", "H", "H", "H"], "xyz": [[0.7429, 0.7129, -0.8004], [1.6956, 2.5232, -1.9938], [-0.9944, -1.5696, 1.1442], [-0.5188, -1.7882, 2.4667], [-1.2319, 1.2410, -1.6790], [-0.6760, -2.3381, -0.0452], [0.4172, 1.8985, 0.8371], [-0.6544, 1.1228, 2.8246], [-6.9041, -1.3186, 1.4774], [0.9204, -0.7860, -2.5410], [-2.1739, 0.1319, -6.0562], [-0.4375, -0.0757, 0.7150], [-2.8622, 1.5108, -3.1462], [6.3853, -0.3768, -1.8622], [3.8903, -0.0923, -0.6416], [4.8297, -1.0643, 1.4482], [-5.5354, -1.4439, 1.3264], [-3.3754, -2.0272, 2.3097], [-1.6500, 0.0952, -5.0330], [0.0675, -0.5461, -3.2830], [4.0525, 0.1856, -2.0187], [-3.4978, -0.8543, 0.2478], [0.2316, 3.3309, 2.6566], [2.5423, -0.0412, 0.0042], [-1.7211, 0.9378, -2.8384], [-4.7613, -2.0992, 2.2874], [2.4804, -0.4652, 1.2884], [-1.1282, 0.0294, -3.7545], [4.9958, -0.5933, 0.1031], [5.2804, 0.0131, -2.6514], [6.2712, -0.6298, -0.4818], [-0.2847, 2.3021, 3.4051], [-2.7267, -1.3755, 1.2756], [3.6149, -1.0671, 1.9732], [-0.2325, 0.9645, 1.5435], [-4.8485, -0.8596, 0.2842], [0.5991, 3.1148, 1.3571], [-3.3216, 1.3544, -4.0275], [-2.9559, -0.4049, -0.6369], [7.3241, -0.4419, -2.3925], [1.1605, 3.8515, 0.6523], [0.4901, 4.2490, 3.1442], [5.4094, 0.2812, -3.6714], [3.4445, -1.5196, 2.9206], [7.0835, -0.8951, 0.1678], [3.1350, 0.3718, -2.6314], [-2.7845, -2.2856, 3.1120], [-5.3358, -0.3561, -0.4878], [-0.4559, 2.3734, 4.4532], [-5.2447, -2.5575, 3.1676], [5.6491, -1.6212, 1.8898], [1.5901, -0.5245, 1.8565], [-3.1730, 2.1665, -2.4577], [-7.4303, -0.7628, 0.7611], [-7.3870, -1.9812, 2.0307]], "homo_ev": [-7.8601, -8.1016], "largest_force_ha_per_bohr": 0.06068, "gap_ev": [7.3, 6.5], "multiplicity": 4, "s_squared": 3.782}


Entry 5:
{"formula": "C7H8HgN2S6", "method": "ωB97M-V with the def2-TZVPD basis set", "species": ["Hg", "S", "S", "S", "S", "S", "S", "N", "N", "C", "C", "C", "C", "C", "C", "C", "H", "H", "H", "H", "H", "H", "H", "H"], "xyz": [[2.1508, 0.8832, -0.2628], [3.8533, -3.2451, -0.2478], [3.3761, -0.6190, 0.9792], [3.0886, 0.3213, -2.7079], [3.7001, -5.2137, -2.6232], [0.5706, 2.8756, -0.3660], [3.1870, -2.4674, -3.0040], [-0.7624, 0.5404, 0.3046], [-1.9086, 2.5408, 0.3753], [-2.8272, 0.5985, 1.6196], [-3.1205, 1.8464, 0.7461], [3.2158, -1.1886, -1.8457], [3.4493, -1.5528, -0.5140], [-1.7475, -0.2384, 1.0470], [3.6261, -3.7480, -1.9477], [-0.7471, 1.9178, 0.1785], [-2.1793, -0.9856, 0.2897], [-2.6852, 0.8747, 2.6781], [0.1177, 0.0826, 0.0630], [-1.2109, -0.8478, 1.7986], [-3.7448, 2.5564, 1.3094], [-3.7665, 1.5119, -0.0685], [-3.7477, -0.0023, 1.7394], [-1.8876, 3.5593, 0.4592]], "homo_ev": [-1.2141, -3.3388], "largest_force_ha_per_bohr": 0.05211, "total_charge": -1, "gap_ev": [3.6, 5.5], "multiplicity": 2, "s_squared": 0.756}